Molecular formula: ClF2H5N2O5S2Ti
Method: DFT, wB97M-V/def2-TZVPD

Highest occupied orbital energy (alpha / beta): -4.10 / -4.95 eV
Total charge: -1
2S+1: 4
Expectation value of S²: 3.753

Element x y z (Å)
Ti -1.6413 1.4807 0.8686
N -0.3611 0.4445 -3.1293
H -0.7097 1.3849 -3.2486
H -0.1017 0.1111 -2.2119
H 0.4049 0.4423 -3.7876
H -1.1257 -0.0758 -3.5352
Cl -1.4058 4.7293 2.5284
N 0.8919 -0.4738 0.3613
S 2.2983 -0.1692 0.8986
O 3.4323 -0.2502 -0.0357
O 2.4348 -0.2638 2.3782
F 1.9783 1.4031 0.8739
S 0.6983 -1.9604 1.1226
O -0.3263 -2.0160 2.0978
O 1.7091 -3.0359 1.0977
F 0.0142 -2.5428 -0.1027
O -4.3604 0.6646 1.6019
H -3.8301 0.1274 2.2221


Molecular formula: CH2Cl2N2O2
Method: DFT, wB97M-V/def2-TZVPD

Highest occupied orbital energy (alpha / beta): -9.25 / -9.21 eV
Energy relative to the best compared isomer or geometry (same formula, charge and spin): 4.4360 eV

Element x y z (Å)
C -0.2251 0.0732 -0.1619
N -0.3020 -1.1239 -0.6535
N -0.1828 -2.4786 1.7117
O 0.5545 -1.7278 -1.2400
O -1.4425 -1.8451 -0.5899
Cl -1.0543 -3.3003 0.6783
Cl -1.0875 -1.4706 2.6879
H 0.7545 0.4077 -0.5843
H -0.8549 0.6371 0.5148


Molecular formula: C4H10O
Method: DFT, wB97M-V/def2-TZVPD

SMILES string: C/C=C/C.O
Highest occupied orbital energy: -9.16 eV
Energy relative to the best compared isomer or geometry (same formula, charge and spin): 1.7905 eV

Element x y z (Å)
C 0.8716 -0.9563 -1.7414
C 0.7327 -0.1682 -0.4778
C -0.1094 0.8909 -0.3094
C -0.3241 1.6159 0.9293
H 0.3981 -0.5398 -2.5951
H 1.8714 -0.9958 -2.2005
H 0.5944 -1.9547 -1.4421
H 1.3961 -0.4994 0.3751
H -0.6638 1.2046 -1.1541
H 0.6623 1.9597 1.3091
H -0.8885 2.5268 0.7350
H -0.9605 1.1571 1.6801
O -1.1460 -1.4218 1.8823
H -0.4444 -1.2666 1.3525
H -1.9900 -1.5525 1.6571


Molecular formula: C23H47B3BrLiMgNNaO20P2S
Method: DFT, wB97M-V/def2-TZVPD

Highest occupied orbital energy: -2.01 eV
Total charge: -2

Element x y z (Å)
C -0.5862 4.1672 -2.8689
P 0.2974 4.1089 -1.2263
C 1.9395 3.2254 -1.6268
B -0.7007 3.0128 0.0142
O -0.7406 3.2887 1.3520
B -1.7377 2.4956 1.9804
C -1.5210 1.8407 3.3784
C -1.7932 0.3134 3.1176
O -0.9659 -0.5144 3.8980
C -0.4148 -1.4949 2.9875
C 0.3324 -2.6837 3.6568
O 0.5833 -3.7966 2.6847
C 0.6317 -3.4251 1.3770
C -0.4586 -3.5103 0.5043
C -0.3579 -3.0899 -0.8112
C 0.8183 -2.5609 -1.3641
C 0.9232 -2.0624 -2.8314
C 2.1499 -1.0889 -2.8817
C -0.3138 -1.1738 -3.1239
C 1.2345 -3.1901 -3.8760
C 0.0743 -3.7846 -4.7046
C 0.6539 -5.0803 -5.3648
C -0.3470 -2.8956 -5.9286
C -1.1436 -4.2670 -3.8716
C 1.9072 -2.5180 -0.4878
C 1.8177 -2.9351 0.8369
O -2.9273 2.3348 1.2485
B -2.6679 1.7854 0.0261
P -3.9723 0.8364 -1.0244
O -5.1882 1.6407 -1.1429
O -4.2456 -0.6402 -0.3737
O -3.4185 0.5505 -2.5412
O -1.3725 1.8936 -0.4882
H 0.1062 3.7928 -3.6353
H -1.5023 3.5609 -2.8732
H -0.8541 5.2164 -3.1003
H 2.7621 3.9813 -1.6122
H 1.8741 2.8400 -2.6696
H 2.1464 2.3981 -0.9238
H -2.2799 2.2329 4.0733
H -0.5015 2.0012 3.7464
H -2.8691 0.1296 3.2792
H -1.6230 0.1487 2.0318
H 0.2283 -0.9183 2.2963
H -1.2960 -1.9181 2.4702
H -0.3319 -3.0973 4.4112
H 1.2839 -2.3533 4.1537
H -1.3878 -3.9119 0.9151
H -1.2531 -3.1682 -1.4259
H 2.1554 -0.3798 -2.0267
H 3.0570 -1.7051 -2.8866
H 2.0772 -0.5757 -3.8686
H -1.2522 -1.6240 -2.7849
H -0.2074 -0.2570 -2.4969
H -0.3924 -0.8254 -4.1609
H 2.0435 -2.8621 -4.5503
H 1.6683 -4.0296 -3.3019
H 1.5360 -4.8255 -5.9622
H -0.1479 -5.5191 -5.9646
H 0.9099 -5.8044 -4.5631
H 0.2468 -1.9636 -5.8662
H -0.0651 -3.3656 -6.8878
H -1.4063 -2.5983 -5.8872
H -1.9043 -3.4752 -3.7811
H -1.6175 -5.0679 -4.4629
H -0.8656 -4.7259 -2.9150
H 2.8932 -2.1602 -0.7900
H 2.6934 -2.8588 1.4856
H -4.2300 -1.3262 -1.0537
H -3.3709 -0.3994 -2.7119
Na 2.3548 5.3852 -0.0275
Br 0.7478 -1.6230 5.9553
C -1.8650 -0.8693 9.2715
O -1.2503 -2.1285 9.4325
H -2.8940 -0.9421 9.6322
H -1.3319 -0.1078 9.8500
H -1.8654 -0.5925 8.2077
H -0.3443 -2.0405 9.1058
C 0.9634 4.7508 -5.7284
O 1.2040 3.8629 -6.5537
O -0.1745 5.3134 -5.5631
O 1.7706 5.2276 -4.8752
C 3.0776 -0.1042 10.4995
N 1.6573 -0.0804 10.0609
O 0.9509 0.8155 10.4895
O 1.3137 -0.9580 9.3062
H 3.2480 0.7331 11.1676
H 3.2458 -1.0489 11.0085
H 3.6944 -0.0237 9.6085
O 5.2799 5.9136 1.7229
H 6.2271 5.7666 1.8116
H 4.9990 6.1784 2.6055
Li 1.8391 1.3359 -3.0808
Mg -3.8023 0.8358 8.2951
O 1.0871 -4.6459 -8.2213
H 1.6933 -5.3384 -8.5032
O -2.7146 6.7850 -4.7660
S -1.7415 7.8190 -4.3614
O -0.6205 7.1254 -3.6183
O -2.3733 8.7717 -3.4347
O -1.1897 8.5149 -5.5215